Record 1
Formula: C3H6N6
Source: the OMol25 dataset
Level of theory: ωB97M-V/def2-TZVPD

Geometry as ORCA input:
```
! wB97M-V def2-TZVPD RIJCOSX def2/J DEFGRID3
* xyz 0 1
N 1.59443 -2.11206 0.07635
C 0.77629 -0.95363 -0.14815
N -0.57262 -1.13284 -0.30223
C -1.33801 -0.06303 -0.05055
N -2.70919 -0.37515 -0.02172
N -0.91516 1.22921 -0.03355
C 0.41480 1.24145 -0.09140
N 1.11213 2.43513 -0.08423
N 1.30880 0.25495 -0.09194
H 1.43064 -3.15573 0.12259
H 2.60073 -1.85736 -0.05768
H -3.45699 0.35289 -0.17112
H -2.88447 -1.24024 0.49025
H 0.52158 3.21567 0.33650
H 2.11705 2.16073 0.02688
*
```

The value obtained for the highest occupied orbital energy is -9.047 eV. The calculation puts the LUMO energy at 1.04 eV. The calculation puts the HOMO-LUMO gap at 10.08 eV.

---

Record 2
Formula: C46H51N4O10
Source: the OMol25 dataset
Level of theory: ωB97M-V/def2-TZVPD

Geometry as ORCA input:
```
! wB97M-V def2-TZVPD RIJCOSX def2/J DEFGRID3
* xyz 1 1
C 0.83754 -2.25308 -0.01799
C -0.04946 -1.86408 -1.22499
N -0.65246 -0.59408 -1.10499
C -0.41246 0.49392 -1.90699
C -1.45046 1.38492 -1.47499
N -2.40746 0.69192 -0.67899
C -1.78946 -0.47308 -0.47499
C -3.72546 1.22692 -0.19699
H 1.79354 -1.55208 0.07301
H 1.13254 -3.22508 -0.19999
H 0.28654 -2.33008 0.96401
H -0.80746 -2.50908 -1.23399
H 0.35354 -1.87008 -2.11399
H 0.44854 0.68292 -2.66499
H -1.65346 2.34092 -1.75899
H -2.33646 -1.24408 0.04301
H -3.80946 2.23392 -0.76299
H -3.67046 1.71192 0.72701
H -4.44246 0.36092 -0.32099
N -4.68346 -0.43508 -4.09599
C -3.53646 -0.87208 -4.62199
C -2.79746 -1.96508 -4.21199
C -3.05246 -2.58908 -3.01799
C -4.31946 -2.17108 -2.39399
C -5.10946 -1.09208 -2.96599
H -3.18646 -0.35808 -5.62599
H -1.91046 -2.24708 -4.62399
H -2.53146 -3.47408 -2.60199
H -4.89846 -2.65908 -1.49299
H -6.01646 -0.77508 -2.65099
N 2.95554 -0.38508 -3.80899
C 2.77854 1.00892 -3.73799
C 3.28554 1.69892 -2.71399
C 3.87254 1.06292 -1.59199
C 4.17854 -0.34808 -1.61599
C 3.60354 -0.96008 -2.77799
H 2.18854 1.33392 -4.52099
H 3.13254 2.67392 -2.65999
H 4.15354 1.74592 -0.82899
H 4.81054 -0.73308 -0.75599
H 3.73854 -2.05908 -2.96499
C 5.27954 -4.26608 0.82001
C 5.35754 -2.75908 0.97101
C 6.58754 -2.04408 1.02101
C 7.75154 -2.73908 0.79701
C 7.79654 -4.12708 0.61901
C 6.60254 -4.90008 0.61201
O 6.54754 -6.21508 0.60301
O 6.66354 -0.70208 1.02201
H 4.19954 -4.49908 0.93501
H 4.35054 -2.24808 0.85901
H 8.81054 -2.45008 0.77101
H 8.75254 -4.70808 0.46001
H 6.64154 -6.60008 1.40301
H 7.58954 -0.43608 1.22401
C 0.93554 4.82592 -0.74399
C 0.77454 3.83592 0.38001
C -0.50946 3.82092 1.03401
C -1.55546 4.59492 0.59901
C -1.29746 5.51992 -0.49599
C -0.07646 5.75692 -1.14099
O 0.05254 6.56392 -2.18999
O -0.71846 2.74892 1.91201
H 1.92554 4.86492 -1.07999
H 1.54054 3.07092 0.65701
H -2.60446 4.49992 1.00301
H -2.23146 6.03792 -0.65899
H -0.41046 7.44592 -2.03599
H -0.20846 2.15592 1.97901
C -7.48146 6.95192 1.33101
C -6.66246 6.38492 0.16301
C -6.08646 5.11992 0.30001
C -6.36246 4.37092 1.56601
C -7.10846 4.87192 2.61301
C -7.68146 6.09792 2.46201
O -8.30546 6.64092 3.53401
O -5.51346 4.36792 -0.72199
H -7.83546 7.96092 1.26401
H -6.29346 7.13192 -0.79499
H -5.71546 3.66192 1.50501
H -7.18046 4.14592 3.53001
H -8.42846 7.42792 3.44501
H -5.67046 4.73392 -1.52899
C -0.05946 -5.32608 0.86701
C 0.71554 -6.51508 0.43601
C 0.40354 -7.24608 -0.73799
C -0.66646 -6.94508 -1.48399
C -1.60946 -5.89708 -0.99299
C -1.28546 -5.05808 0.11001
O -2.13646 -4.17908 0.67701
O 1.35354 -8.22608 -1.24099
H 0.32954 -4.75808 1.71401
H 1.74754 -6.70608 0.88501
H -0.94146 -7.42908 -2.39999
H -2.65046 -5.72408 -1.60299
H -1.90146 -3.73708 1.56801
H 1.06154 -8.45008 -2.08799
C 3.88254 0.95092 2.86701
C 2.52154 0.72292 2.38801
C 1.55654 0.45992 3.34001
C 1.74354 0.51692 4.69801
C 3.10554 0.72592 5.18401
C 4.23754 0.82592 4.26001
O 5.41254 1.04592 4.83901
O 0.20354 0.26492 2.88701
H 4.58554 1.24392 2.14701
H 2.13754 0.94392 1.47501
H 1.01354 0.50892 5.43201
H 3.04054 0.66492 6.24001
H 5.65654 1.28592 5.79501
H 0.01954 -0.49608 3.34701
*
```

The value obtained for the highest occupied orbital energy is -9.986 eV. The calculation puts the LUMO energy at -2.18 eV. The calculation puts the HOMO-LUMO gap at 7.81 eV.

---

Record 3
Formula: C3H4NP
Source: the OMol25 dataset
Level of theory: ωB97M-V/def2-TZVPD

Geometry as ORCA input:
```
! wB97M-V def2-TZVPD RIJCOSX def2/J DEFGRID3
* xyz 0 1
C 0.32580 -1.44153 -0.24956
C 0.00581 0.76117 1.25206
C -0.58099 0.96665 -1.03308
N -0.29837 1.23306 0.10626
P 0.45932 -0.97226 1.34151
H 0.48309 -2.46814 -0.53019
H -0.15095 1.34504 2.14161
H -0.26125 1.34254 -1.97626
H 0.01755 -0.76653 -1.05236
*
```

The value obtained for the highest occupied orbital energy is -8.119 eV. The calculation puts the LUMO energy at 0.04 eV. The calculation puts the HOMO-LUMO gap at 8.16 eV.

---

Record 4
Formula: C3H8N4O
Source: the OMol25 dataset
Level of theory: ωB97M-V/def2-TZVPD

Geometry as ORCA input:
```
! wB97M-V def2-TZVPD RIJCOSX def2/J DEFGRID3
* xyz 0 1
H -0.52246 1.93865 0.16464
N -0.58716 1.50467 -0.73262
C -0.13626 0.37175 -0.56361
C -0.13943 -0.62553 -1.76656
O -0.52665 0.10957 -2.96601
N 0.32062 -0.15873 0.68135
N 1.31600 -1.15488 0.78506
C -0.37695 0.22222 1.83093
N 0.02550 -0.19572 2.92571
H -0.43719 0.35852 3.63545
H -0.61941 -1.58022 -1.63297
H 0.91976 -0.93290 -2.02230
H -1.07737 0.81013 -2.72549
H 2.12865 -0.89163 0.21401
H 1.48583 -1.20222 1.79780
H -1.27346 0.84509 1.67589
*
```

The value obtained for the highest occupied orbital energy is -8.652 eV. The calculation puts the LUMO energy at 0.73 eV. The calculation puts the HOMO-LUMO gap at 9.38 eV.

---

Record 5
Formula: C3ClNO4
Source: the OMol25 dataset
Level of theory: ωB97M-V/def2-TZVPD

Geometry as ORCA input:
```
! wB97M-V def2-TZVPD RIJCOSX def2/J DEFGRID3
* xyz 0 1
O 2.75585 -1.09420 1.19537
C 1.75023 -0.98367 0.67508
N 0.67072 -0.77847 0.18923
C -0.25990 -1.23451 -0.64353
O -1.43956 -1.12994 -0.50623
Cl 0.49643 -2.07519 -2.09429
O -1.76668 3.71264 -0.14414
C -1.44702 2.61792 -0.04801
O -1.16485 1.52367 0.09024
*
```

The value obtained for the highest occupied orbital energy is -11.416 eV. The calculation puts the LUMO energy at 0.27 eV. The calculation puts the HOMO-LUMO gap at 11.69 eV.

---

In kcal per mole, the energy above the lowest of the compared OMol25 structures with the same formula, charge and spin values for the records above are, in order, 22.48; 76.50; 61.90; 73.92; 0.00.